{
  "formula": "C30H47Cl2N4O7RuSSi",
  "method": "ωB97M-V/def2-TZVPD",
  "de_lowest_kj_mol": 362.0,
  "fmax_ha_per_bohr": 0.083,
  "homo_energy_ev": [-8.11, -8.08],
  "spin_multiplicity": 6,
  "molar_mass_g_mol": 807.856,
  "total_charge": 0,
  "orbital_gap_ev": [8.42, 4.92],
  "symbols": ["Ru", "Cl", "Cl", "S", "Si", "O", "O", "O", "O", "O", "O", "O", "N", "N", "N", "N", "C", "C", "C", "C", "C", "C", "C", "C", "C", "C", "C", "C", "C", "C", "C", "C", "C", "C", "C", "C", "C", "C", "C", "C", "C", "C", "C", "C", "C", "C", "H", "H", "H", "H", "H", "H", "H", "H", "H", "H", "H", "H", "H", "H", "H", "H", "H", "H", "H", "H", "H", "H", "H", "H", "H", "H", "H", "H", "H", "H", "H", "H", "H", "H", "H", "H", "H", "H", "H", "H", "H", "H", "H", "H", "H", "H", "H"],
  "xyz": [[-0.3026, -2.4938, -2.4907], [1.0077, -3.5552, -1.2731], [0.0057, -3.3735, -4.4727], [-3.8088, -3.0093, 0.6870], [1.7852, 1.2776, -2.4379], [-2.4694, 1.8072, 0.7190], [-0.4830, -1.3956, 0.9925], [-4.4437, -3.3514, -0.5326], [-4.7674, -2.8061, 1.7886], [-1.8660, -0.6917, -2.3945], [0.2163, 1.5721, -1.4919], [2.6586, 1.2380, -0.8744], [-3.8036, -1.7359, -3.0840], [-2.7173, -1.8292, 0.6367], [-3.4240, 0.4860, 2.3328], [0.9674, 3.6009, -0.5302], [1.2695, -0.2641, -3.6562], [-4.5964, -0.5879, -2.6515], [-1.4429, -2.1973, 0.9669], [4.6491, 1.3951, 0.9806], [-3.2166, -0.2590, 3.5538], [3.4740, 1.5791, -3.3393], [-2.8360, -5.5941, 1.3378], [4.7521, 2.2633, 1.9923], [0.8174, 1.9508, 3.1385], [-0.4791, -5.8144, 1.6781], [-2.4083, 0.9258, 1.5551], [2.0259, -0.4062, 2.3264], [5.9522, 0.8430, 0.4200], [-0.2666, -4.4525, 1.4986], [-1.7428, -6.4117, 1.6279], [1.7108, 1.9298, 2.0581], [-2.5133, -1.6994, -2.7752], [-1.3755, -3.6548, 1.2637], [3.2608, 0.7551, 0.3927], [-4.5036, -2.8971, -3.6491], [1.1368, -0.4011, 3.4002], [0.5950, 2.4163, -3.8061], [0.4720, 4.5402, 0.4742], [-2.6146, -4.2376, 1.1422], [5.9989, 3.0236, 2.4390], [0.2623, 2.4679, -0.5507], [-4.7786, 0.8111, 1.9862], [0.5571, 0.7818, 3.8503], [2.0370, 4.0742, -1.4092], [2.2573, 0.7482, 1.5770], [-5.3883, -2.5065, -4.1601], [2.5070, -1.3191, 1.9895], [-1.8430, -7.4960, 1.7609], [-5.3361, -0.1028, 1.7616], [-3.6283, 0.3003, 4.4032], [1.9744, 2.8466, 1.5356], [-4.7682, 1.4717, 1.1217], [6.3790, 3.6722, 1.6383], [-3.7313, -1.2246, 3.5028], [3.9557, 2.4303, 2.7187], [5.7914, 3.6592, 3.3181], [3.5935, -0.3090, 0.3542], [3.5471, 1.2773, -4.3979], [1.3259, -0.1958, -4.7743], [0.6851, -3.9341, 1.6251], [0.9919, 3.3985, -4.0864], [-3.8182, -6.0272, 1.1899], [1.1584, 4.5974, 1.3115], [-0.4191, 2.2851, 0.3327], [0.2020, -0.6534, -3.3459], [-5.5125, -0.5558, -3.2394], [-0.1518, 0.7655, 4.6762], [2.2339, 5.0749, -1.0376], [1.7205, 4.1412, -2.4493], [-4.8870, -0.6613, -1.5951], [0.3879, -6.4110, 1.9133], [6.4061, 1.6900, -0.1283], [4.2196, 0.9798, -2.7851], [6.8217, 2.3854, 2.7940], [-0.3851, 2.5735, -3.3296], [-5.2690, 1.2994, 2.8310], [-1.4568, 0.3959, 1.7542], [3.7853, 2.6309, -3.2943], [-2.1474, -0.4160, 3.7266], [5.7608, -0.0395, -0.2116], [1.8722, -1.1845, -3.3950], [0.3511, 1.9245, -4.7626], [6.6933, 0.5742, 1.2114], [-4.8501, -3.5875, -2.8656], [2.9544, 3.4826, -1.3248], [0.3522, 2.8848, 3.4593], [0.9563, -1.3297, 3.9293], [-0.4969, 4.1988, 0.8419], [-2.0388, -2.7726, -2.7629], [-4.0282, 0.3393, -2.7912], [-3.8516, -3.4259, -4.3574], [0.3725, 5.5043, -0.0035]],
  "forces_ev_per_angstrom": [[0.11, 3.09, -0.49], [2.09, -1.56, 2.13], [-0.04, -0.72, -1.68], [0.62, 0.85, 4.14], [-0.39, 0.44, -3.37], [-0.35, 0.45, -0.69], [-0.86, -1.62, -0.14], [-0.37, -0.23, -2.36], [1.14, -0.13, -1.08], [-0.04, -2.30, -0.56], [1.57, 0.69, 2.79], [0.80, -0.53, 1.09], [0.73, 0.03, 0.33], [-0.12, 0.17, -0.84], [0.25, 0.57, -0.21], [-1.34, -1.12, 0.21], [-0.36, -2.41, 2.34], [-0.32, 0.62, 0.05], [-0.35, 1.68, -0.40], [-0.71, -0.22, -0.81], [0.02, -0.30, -0.20], [0.40, -0.30, 0.42], [0.12, -0.28, -0.24], [-0.16, 0.32, 1.02], [0.42, 0.14, 0.08], [0.51, -0.16, 0.37], [0.63, -0.78, 1.21], [-0.32, 0.16, -0.57], [-0.02, 0.69, -0.30], [-0.46, 0.55, 0.56], [0.21, 0.46, -0.31], [-0.73, 0.39, -0.11], [-1.58, 1.07, 0.70], [0.26, -0.57, -0.21], [-0.07, -0.61, 1.45], [0.08, -0.27, 0.31], [0.67, -0.02, 0.29], [0.40, 0.07, 0.38], [0.08, -0.11, 0.11], [-0.63, -1.10, 0.12], [0.15, -0.33, 0.29], [-0.63, -1.15, -0.74], [-0.26, 0.01, 0.13], [-0.19, -0.19, -0.71], [-0.05, 0.35, 0.20], [0.61, 0.12, -0.02], [0.31, -0.15, -0.11], [-0.20, -0.11, 0.17], [-0.03, 0.57, -0.02], [0.04, -0.03, -0.04], [0.08, 0.00, -0.06], [-0.15, -0.26, 0.27], [-0.06, 0.00, 0.07], [0.01, -0.22, 0.14], [0.11, 0.03, -0.02], [-0.39, 0.18, -0.84], [-0.21, -0.17, -0.52], [-0.55, 0.51, -0.89], [-0.47, 0.10, 0.32], [-0.24, 0.37, 1.22], [-0.05, -0.52, -0.14], [0.03, 0.05, -0.04], [-0.04, 0.13, 0.15], [0.17, 0.28, 0.15], [0.43, 0.36, -1.32], [0.94, 1.31, -0.71], [0.13, 0.05, -0.09], [0.22, 0.09, -0.11], [0.29, 0.14, -0.21], [-0.03, -0.08, 0.15], [0.30, -0.22, -0.18], [0.07, -0.29, -0.03], [0.14, -0.74, -0.30], [-0.09, 0.33, -0.27], [-0.09, -0.08, -0.40], [0.29, 0.15, -0.19], [-0.12, 0.16, -0.05], [-0.25, 0.26, 0.14], [-0.01, -0.15, 0.08], [-0.15, -0.01, -0.13], [0.29, 0.53, 0.01], [0.16, 0.73, -0.26], [0.43, -0.10, 0.26], [-0.76, 0.13, -0.42], [0.25, 0.32, -0.10], [-0.35, -0.04, 0.13], [0.20, -0.16, -0.13], [-0.08, 0.02, -0.04], [0.12, 0.19, -0.05], [-1.71, 0.23, -0.46], [-0.15, -0.29, 0.01], [-0.23, 0.21, 0.18], [-0.14, 0.31, 0.05]]
}